26
Properties=species:S:1:pos:R:3:forces:R:3 method="wB97M-V/def2-TZVPD" gap_ha="0.2442 / 0.2442" e_above_lowest_kcal_mol=104.5 lumo_energy_ev="0.81 / 0.81"
C -1.937492 -0.027772 0.668259 0.09 0.44 -0.30
C -0.725432 -0.839386 1.093901 -0.62 -1.90 -0.38
C -1.918124 0.360010 -0.812702 -0.01 -0.08 0.17
N -3.107236 -0.822195 1.067823 0.25 -0.06 0.00
N -0.284373 -1.794433 0.303570 -0.55 0.80 0.71
H -1.954922 0.883802 1.275204 0.01 -0.04 -0.04
H -3.111752 -1.696885 0.552864 -0.02 0.04 0.00
H -3.967220 -0.328139 0.855187 0.10 0.00 0.02
H 0.852482 -0.922066 -0.593992 0.75 0.77 -0.34
H 0.291249 -2.460555 0.814819 0.04 0.13 0.11
H 0.463099 0.388722 0.985681 1.05 0.47 -0.64
H -0.628452 -0.917433 2.182202 0.29 0.17 -0.09
H -1.812289 -0.526128 -1.439071 0.01 -0.02 0.00
H -1.095860 1.044251 -1.026154 0.01 0.02 0.01
H -2.848379 0.864107 -1.079896 0.02 0.00 0.03
C 1.648449 0.390118 -2.082755 -0.04 0.03 0.16
N 1.640290 -0.194467 -0.734008 -0.66 -0.34 0.30
C 1.480084 0.897225 0.557858 -1.22 -0.71 0.12
C 2.597448 0.957922 1.385531 0.40 -0.14 0.06
H 2.528500 -0.665515 -0.569533 -0.01 0.22 0.21
H 1.143187 1.832265 0.117443 0.08 0.08 -0.10
H 2.501358 1.065445 -2.168261 -0.06 -0.02 0.01
H 1.714758 -0.390502 -2.843583 0.03 0.07 0.06
H 0.726599 0.946740 -2.235808 0.04 0.01 -0.02
H 2.941006 0.055044 1.881129 -0.13 0.04 0.20
H 2.863023 1.899826 1.844292 0.15 0.03 -0.25



29
Properties=species:S:1:pos:R:3:forces:R:3 method="wB97M-V/def2-TZVPD" gap_ha=0.3406 smiles="CN[NH2+]/C(N)=C(/CCO)C(N)=[NH2+]" lumo_energy_ev=-7.06 total_charge=+2
C -0.463707 -0.071530 0.757943 1.06 0.32 -1.32
C -0.625848 1.255905 0.319714 0.56 -2.06 1.12
C 0.834065 -1.010777 0.208881 -4.18 2.62 -0.89
C 2.576731 1.657615 -1.315199 1.36 -1.56 -2.27
C -1.538027 -0.893722 1.508371 -1.25 -0.74 -0.85
C -2.569535 -1.714132 0.578179 0.42 0.34 1.84
N -1.739417 2.029101 0.382166 0.91 -2.71 2.60
N 1.901960 -1.165743 0.922847 -0.26 -0.51 -0.40
N 0.707060 -1.480511 -1.014545 3.98 -2.14 0.06
N 0.570800 2.015559 -0.134033 1.72 -1.50 0.46
N 1.298782 1.130541 -1.007698 -0.51 0.85 1.04
O -1.760658 -2.491713 -0.338341 -1.23 0.73 0.62
H 3.133788 0.862481 -1.863799 -0.35 0.26 0.51
H 2.713334 2.489733 -1.994329 -0.59 0.75 0.21
H 3.067213 1.752185 -0.388918 1.01 0.57 1.08
H -2.172280 -0.411457 2.309301 0.93 0.27 -1.04
H -1.022913 -1.669157 2.056598 0.42 -0.19 0.19
H -3.256369 -0.986607 0.119506 0.32 -0.36 -0.49
H -3.237247 -2.314009 1.315955 1.33 0.52 -1.39
H -2.493127 1.509772 0.810144 -0.51 0.58 -0.28
H -1.920592 2.716892 -0.261956 -0.65 1.87 -1.60
H 2.563701 -1.905558 0.829211 0.52 -0.47 -0.34
H 1.903531 -0.662052 1.749166 0.30 0.78 2.05
H -0.044142 -1.562328 -1.664453 -1.14 0.16 0.55
H 1.585555 -1.994629 -1.348766 -1.82 0.81 0.40
H 0.413519 2.890339 -0.594887 -0.84 1.07 -0.32
H 1.285194 2.233567 0.629018 -1.47 -0.25 -0.55
H 0.636338 0.814702 -1.678711 -0.04 0.04 -1.12
H -2.347708 -3.024467 -0.891365 0.00 -0.06 0.13



29
Properties=species:S:1:pos:R:3:forces:R:3 method="wB97M-V/def2-TZVPD" gap_ha=0.3502 e_above_lowest_kcal_mol=222.6 lumo_energy_ev=-2.84 total_charge=+1
N 2.302002 -0.215423 0.051336 1.64 -1.37 0.38
C 1.867956 -1.148403 -0.653870 -1.53 -7.00 -6.64
N 0.550960 -1.660366 -0.665091 10.81 1.97 -3.65
H 0.508293 -2.468560 -1.223139 -1.06 -0.98 -0.36
C -0.175221 -1.242662 0.309041 -7.69 -8.28 4.13
H 0.151223 -0.685638 1.051735 1.75 2.86 2.98
C -1.503060 -1.135019 -0.186636 -3.58 4.05 -6.97
H -2.377874 -0.914111 0.309574 -1.41 -0.44 2.41
H -1.886243 -1.822736 -1.131588 1.64 0.95 2.88
C -1.547477 0.333940 -1.101089 0.90 -2.06 -3.60
H -2.299739 0.074599 -2.126129 1.90 1.24 3.22
H -0.515830 0.375230 -1.656177 -1.62 0.13 0.99
C -1.900082 1.689447 -0.334729 -7.69 -14.94 4.90
N -1.578121 1.592574 0.979015 12.89 2.67 -6.68
C -0.133423 1.734552 1.180013 -6.32 -3.46 11.39
N 0.828497 1.675493 0.490950 3.50 3.05 -5.93
H 0.540941 2.106145 -0.380541 0.62 -0.35 -1.19
N 0.222141 1.347480 2.645301 -10.50 -0.18 -4.33
H -0.653167 1.606108 3.221919 2.94 -0.58 -0.40
H 1.083367 1.525809 2.875728 5.53 1.82 2.03
H -2.090763 1.569522 1.669886 -6.61 0.10 8.34
H -3.130950 1.266567 -0.225433 2.83 2.19 -0.66
H -1.876479 2.327694 -0.951763 0.75 10.16 -7.36
H -0.506154 -2.508014 1.004180 1.34 3.06 -0.77
N 2.752496 -1.826577 -1.789944 2.76 9.03 5.56
H 2.534888 -2.725919 -1.937521 -0.27 -4.24 -0.33
H 3.903695 -1.473899 -1.516697 -4.63 -2.33 -1.45
H 3.177903 0.050371 -0.236956 2.78 0.93 -0.30
H 1.750222 0.551796 0.328622 -1.69 1.98 1.42



25
Properties=species:S:1:pos:R:3:forces:R:3 method="wB97M-V/def2-TZVPD" spin_multiplicity=2 gap_ha="0.0834 / 0.3091" e_above_lowest_kcal_mol=36.4 lumo_energy_ev="3.45 / 3.27" total_charge=-1
C 1.250111 2.038519 1.054306 2.09 0.70 -0.84
C 0.350620 1.070680 0.329990 -1.93 -1.59 0.64
C 0.650528 -0.395689 0.755598 -0.91 -0.33 -2.04
C 1.244393 -1.209005 -0.461459 -0.56 -0.48 0.91
C 0.216533 -2.000660 -1.310316 0.43 -1.09 0.18
C 0.026766 -3.357336 -0.569377 -2.26 -0.38 -0.60
N -1.045091 1.315109 0.739729 0.39 -1.17 -0.78
H 1.860878 1.568767 1.831794 -0.24 -0.25 0.13
H 0.707298 2.852070 1.574920 0.43 -0.13 -0.94
H 2.042230 2.344812 0.303175 -0.83 0.58 0.95
H 0.476996 0.986188 -0.797357 -0.55 1.17 1.35
H -0.327348 -0.906383 1.125493 1.92 0.91 -0.37
H 1.447921 -0.316998 1.460555 0.21 -0.59 1.02
H 1.897796 -1.865949 0.121215 0.31 -0.60 -0.95
H 1.832150 -0.647625 -1.175070 0.41 0.71 0.37
H 0.538031 -2.156913 -2.415003 -0.37 0.20 1.90
H -0.725178 -1.469894 -1.312761 -0.26 0.29 -0.18
H -0.382128 -3.234721 0.475198 1.54 0.13 -0.62
H -0.826077 -3.997137 -0.915561 0.47 0.63 -0.61
H 0.893271 -3.980455 -0.769623 0.31 -0.02 0.93
H -1.132337 1.579343 1.707352 0.15 0.21 0.06
H -1.518357 1.955932 0.149134 -0.68 0.90 -0.40
H -2.926295 3.610658 -1.309760 -0.57 1.83 -1.91
H -3.634506 3.166759 -0.018261 -2.90 0.88 1.62
O -2.918204 3.049929 -0.573910 3.40 -2.55 0.18



Number 1: strongest force on any atom 2.0 eV Å⁻¹. Number 2: strongest force on any atom 5.0 eV Å⁻¹. Number 3: strongest force on any atom 17.5 eV Å⁻¹. Number 4: strongest force on any atom 4.3 eV Å⁻¹.